A structure of composition C45H69Cl3F6N13O2SeSiY, computed with ωB97M-V/def2-TZVPD.

Each line ends with the Löwdin charge.
Element x y z (Å)
Y (0.072, -2.264, 0.977)  1.35
O (-0.879, -3.611, 2.498)  -0.30
C (-1.803, -3.520, 3.414)  -0.38
C (-1.667, -4.224, 4.627)  0.00
C (-2.608, -4.105, 5.628)  -0.09
C (-3.732, -3.286, 5.472)  -0.11
C (-3.890, -2.606, 4.281)  -0.06
C (-2.953, -2.720, 3.248)  -0.09
C (-3.175, -2.024, 1.979)  -0.27
N (-2.272, -1.650, 1.092)  0.02
C (-2.956, -1.037, 0.055)  -0.17
C (-4.283, -1.036, 0.323)  -0.08
N (-4.405, -1.659, 1.550)  0.12
H (-0.790, -4.850, 4.738)  0.12
H (-2.468, -4.652, 6.553)  0.10
H (-4.456, -3.178, 6.267)  0.09
H (-4.748, -1.953, 4.158)  0.10
H (-2.438, -0.656, -0.813)  0.08
H (-5.133, -0.677, -0.228)  0.11
H (-5.263, -1.909, 2.010)  0.15
C (4.744, -1.531, 1.162)  -0.09
N (4.070, -0.275, 1.535)  -0.11
C (5.050, 0.772, 1.844)  -0.15
C (5.410, 0.537, 3.305)  -0.15
N (4.163, -0.012, 3.824)  -0.08
C (4.237, -0.737, 5.093)  -0.05
C (3.355, -0.435, 2.766)  -0.39
N (2.131, -0.781, 2.789)  0.10
C (1.477, -0.694, 4.096)  -0.22
C (-0.009, -0.835, 3.897)  -0.23
N (-0.474, 0.069, 2.844)  0.11
C (-0.587, 1.310, 3.086)  -0.36
N (-0.368, 2.053, 4.258)  -0.08
C (-0.613, 1.592, 5.617)  -0.05
C (-0.649, 3.464, 4.004)  -0.15
C (-0.543, 3.522, 2.487)  -0.15
N (-0.961, 2.198, 2.049)  -0.13
C (-2.375, 2.078, 1.708)  -0.06
H (5.412, -1.313, 0.334)  0.06
H (5.321, -1.966, 1.986)  0.09
H (4.020, -2.265, 0.829)  -0.01
H (4.588, 1.752, 1.713)  0.12
H (5.907, 0.697, 1.178)  0.11
H (5.685, 1.458, 3.821)  0.12
H (6.229, -0.181, 3.419)  0.12
H (5.263, -0.671, 5.453)  0.09
H (3.994, -1.789, 4.956)  0.04
H (3.588, -0.315, 5.859)  0.08
H (1.723, 0.271, 4.554)  0.11
H (1.799, -1.484, 4.777)  0.11
H (-0.561, -0.723, 4.827)  0.10
H (-0.184, -1.859, 3.583)  0.06
H (-1.594, 1.118, 5.723)  0.10
H (-0.592, 2.467, 6.264)  0.09
H (0.147, 0.905, 5.980)  0.07
H (0.083, 4.100, 4.502)  0.12
H (-1.647, 3.740, 4.367)  0.12
H (0.497, 3.683, 2.196)  0.12
H (-1.155, 4.294, 2.026)  0.12
H (-3.042, 2.287, 2.558)  0.10
H (-2.574, 1.073, 1.343)  0.05
H (-2.599, 2.783, 0.907)  0.07
C (-1.278, -5.911, -0.139)  0.00
C (-1.136, -4.733, -1.096)  -0.44
O (-0.379, -3.733, -0.564)  -0.31
C (-0.468, -5.256, -2.415)  -0.56
F (0.855, -5.269, -2.291)  0.15
F (-0.752, -4.502, -3.496)  0.14
F (-0.855, -6.505, -2.717)  0.15
C (-2.551, -4.205, -1.437)  -0.55
F (-2.547, -3.027, -2.081)  0.14
F (-3.225, -5.076, -2.207)  0.16
F (-3.273, -4.019, -0.321)  0.15
H (-0.318, -6.412, -0.045)  0.06
H (-2.024, -6.629, -0.479)  0.10
H (-1.550, -5.523, 0.841)  0.08
C (2.477, -1.723, -4.033)  -0.03
N (1.737, -1.570, -2.787)  -0.08
C (0.280, -1.693, -2.838)  -0.05
C (2.322, -1.219, -1.633)  -0.43
N (1.605, -1.048, -0.553)  0.03
N (3.696, -0.907, -1.629)  -0.18
C (4.003, 0.511, -1.658)  -0.06
C (4.681, -1.781, -2.231)  -0.09
H (1.755, -1.795, -4.841)  0.09
H (3.084, -2.626, -4.046)  0.09
H (3.111, -0.857, -4.228)  0.08
H (-0.004, -1.925, -3.861)  0.09
H (-0.175, -0.752, -2.535)  0.00
H (-0.068, -2.495, -2.197)  0.04
H (2.224, -0.639, 0.155)  0.03
H (3.247, 1.068, -1.105)  0.08
H (4.057, 0.911, -2.682)  0.08
H (4.971, 0.678, -1.178)  0.08
H (4.358, -2.818, -2.148)  0.08
H (5.614, -1.691, -1.669)  0.08
H (4.911, -1.550, -3.277)  0.08
C (0.332, 2.536, -5.156)  -0.09
C (1.640, 2.721, -4.390)  -0.25
C (1.831, 4.129, -3.807)  -0.18
C (1.233, 4.339, -2.422)  -0.16
N (-0.222, 4.201, -2.395)  -0.03
C (-0.912, 3.113, -1.956)  -0.67
Se (-0.177, 1.595, -1.246)  0.77
N (-2.231, 3.384, -2.170)  -0.02
C (-3.357, 2.514, -1.844)  -0.15
C (-4.194, 2.098, -3.068)  -0.18
C (-4.071, 0.621, -3.439)  -0.25
C (-2.718, 0.269, -4.046)  -0.10
C (-2.377, 4.655, -2.717)  -0.15
C (-3.501, 5.380, -3.070)  0.00
C (-3.292, 6.651, -3.594)  -0.08
C (-2.003, 7.166, -3.755)  -0.08
C (-0.880, 6.431, -3.394)  0.00
C (-1.098, 5.170, -2.869)  -0.15
H (0.256, 1.529, -5.570)  0.07
H (0.263, 3.243, -5.987)  0.08
H (-0.543, 2.681, -4.521)  0.05
H (2.474, 2.509, -5.063)  0.10
H (1.691, 1.988, -3.580)  0.06
H (1.419, 4.872, -4.498)  0.11
H (2.898, 4.351, -3.717)  0.11
H (1.467, 5.338, -2.047)  0.12
H (1.623, 3.611, -1.712)  0.08
H (-3.977, 3.047, -1.119)  0.12
H (-2.929, 1.652, -1.332)  0.06
H (-3.899, 2.707, -3.928)  0.11
H (-5.241, 2.338, -2.868)  0.11
H (-4.868, 0.367, -4.142)  0.11
H (-4.245, 0.008, -2.549)  0.09
H (-2.594, 0.755, -5.018)  0.08
H (-2.611, -0.807, -4.192)  0.07
H (-1.895, 0.595, -3.404)  0.02
H (-4.498, 4.978, -2.949)  0.11
H (-4.144, 7.249, -3.885)  0.10
H (-1.875, 8.156, -4.171)  0.10
H (0.118, 6.830, -3.518)  0.11
Cl (3.410, -4.707, 0.055)  0.12
Si (2.043, -4.201, 1.642)  -0.47
Cl (3.407, -3.936, 3.313)  0.12
Cl (1.346, -6.139, 2.177)  0.15

Forces on atoms 1 to 2 (eV/Å):
Y -0.4936 -0.0405 -0.3247
O 0.1182 0.4359 -0.1860

- total energy (eV) = -199401.2367
- E_HOMO (eV) = -7.36
- strongest force on any atom (hartree/bohr) = 0.0218
- gap between HOMO and LUMO (hartree) = 0.277
- lowest unoccupied orbital energy (eV) = 0.178